Record 1
{
  "formula": "C23H16O5SbSc",
  "method": "ωB97M-V with the def2-TZVPD basis set",
  "e_lumo_ev": [-8.98, -9.09],
  "spin_multiplicity": 1,
  "total_charge": 2,
  "energy_ev": -61565.715,
  "mol_weight_g_mol": 539.092,
  "orbital_gap_ev": [5.410, 5.297],
  "symbols": ["Sb", "Sc", "O", "O", "O", "O", "O", "C", "C", "C", "C", "C", "C", "C", "C", "C", "C", "C", "C", "C", "C", "C", "C", "C", "C", "C", "C", "C", "C", "C", "H", "H", "H", "H", "H", "H", "H", "H", "H", "H", "H", "H", "H", "H", "H", "H"],
  "xyz": [[-0.807092, 1.272908, 2.575020], [-0.082648, 0.013568, -0.017599], [-1.338655, 2.144778, -2.117687], [2.211896, -1.734088, 1.811937], [1.325334, -0.965982, -2.903225], [-2.017590, -2.835252, -0.098337], [1.911248, 2.785778, -0.306520], [-3.613872, -0.027391, 2.884617], [-2.796135, -2.563464, 3.730639], [-2.728147, 4.273168, 5.274170], [-1.349332, 3.072216, 3.686062], [1.472951, -1.157586, 1.129747], [1.266279, 1.824754, -0.253851], [-0.502540, 4.182114, 3.577335], [1.114615, 1.016650, 3.642725], [3.448464, 1.612719, 3.877029], [2.442776, 0.024537, 5.399154], [1.206238, 0.179114, 4.752233], [-4.565086, -1.029452, 3.132207], [-1.341798, -1.897697, -0.104098], [-2.254644, -0.294552, 3.092896], [-1.878563, 5.384945, 5.178552], [2.222009, 1.741034, 3.205969], [-4.163997, -2.298141, 3.571888], [-2.460709, 3.106392, 4.541394], [-0.755182, 5.331804, 4.337440], [-1.839622, -1.570980, 3.465207], [3.568872, 0.748549, 4.974312], [-1.503919, 1.161569, -1.456054], [0.879895, -0.640974, -1.887148], [-3.607478, 4.311816, 5.924262], [-5.624983, -0.823361, 2.968161], [-0.078919, 6.186895, 4.267311], [-2.446620, 0.508445, -1.582037], [-0.777593, -1.824186, 3.534537], [2.166420, 2.412493, 2.344007], [0.332973, -0.357114, 5.129955], [0.370900, 4.171261, 2.915840], [4.318036, 2.183047, 3.535791], [-3.116697, 2.236786, 4.650356], [-3.948372, 0.944627, 2.513136], [2.533811, -0.666832, 6.237878], [4.531431, 0.628955, 5.482202], [-4.905619, -3.079192, 3.767066], [-2.470794, -3.554887, 4.043736], [-2.088141, 6.290706, 5.751386]],
  "forces_ev_per_angstrom": [[0.4, 0.6, 1.4], [-1.3, 0.9, 1.7], [-0.6, -1.7, 1.4], [-3.1, 2.4, -3.0], [-1.6, 1.2, 3.9], [3.0, 4.1, -0.1], [-2.8, -4.1, 0.1], [-0.3, -0.2, 0.0], [-0.1, 0.1, -0.2], [0.2, 0.1, -0.1], [-0.3, 0.0, -0.1], [4.0, -2.9, 3.5], [3.4, 4.9, -0.4], [0.1, 0.1, 0.0], [-0.9, -0.3, -0.3], [0.0, -0.1, 0.1], [0.1, 0.2, -0.1], [0.4, -0.2, 0.2], [0.2, 0.0, 0.0], [-3.9, -5.3, 0.2], [0.5, 0.5, -0.5], [0.1, -0.4, -0.3], [0.4, -0.1, -0.1], [0.4, 0.3, -0.1], [0.1, 0.0, -0.2], [-0.3, -0.3, 0.1], [-0.1, -0.5, 0.1], [-0.5, 0.0, -0.3], [0.2, 1.6, -2.2], [2.2, -1.4, -5.1], [0.4, -0.1, -0.2], [0.4, 0.0, 0.1], [-0.2, -0.3, 0.0], [0.3, 0.4, 0.2], [-0.3, 0.1, 0.2], [0.0, -0.2, 0.3], [0.3, 0.1, -0.1], [-0.3, 0.0, 0.3], [-0.4, -0.2, 0.1], [0.2, 0.3, 0.0], [0.1, -0.2, 0.2], [-0.1, 0.3, -0.2], [-0.4, 0.1, -0.2], [0.3, 0.3, -0.1], [-0.1, 0.2, -0.1], [0.1, -0.3, -0.2]]
}

=====

Record 2
{
  "formula": "C23H17Cl3HgN6O2S2",
  "method": "ωB97M-V with the def2-TZVPD basis set",
  "e_lumo_ev": [1.96, 1.94],
  "spin_multiplicity": 2,
  "total_charge": -1,
  "energy_ev": -100574.673,
  "mol_weight_g_mol": 780.512,
  "s_squared": 0.76,
  "orbital_gap_ev": [6.413, 7.546],
  "symbols": ["Hg", "Cl", "Cl", "Cl", "S", "S", "O", "O", "N", "N", "N", "N", "N", "N", "C", "C", "C", "C", "C", "C", "C", "C", "C", "C", "C", "C", "C", "C", "C", "C", "C", "C", "C", "C", "C", "C", "C", "H", "H", "H", "H", "H", "H", "H", "H", "H", "H", "H", "H", "H", "H", "H", "H", "H"],
  "xyz": [[0.266423, -0.656898, -1.547643], [-4.381818, -3.327495, -4.716792], [-4.397857, -1.332746, -1.955977], [-3.880691, -4.182684, -1.460207], [2.493665, -0.015299, 1.603780], [4.660633, -1.389004, -0.652887], [1.623692, -0.419312, 2.676526], [3.928225, -0.061434, 1.787595], [-1.017782, -2.374019, -2.850626], [0.862594, 5.478267, 0.082261], [2.073862, -0.801675, 0.290423], [-1.295802, -1.150873, 0.499526], [2.376425, -1.548607, -1.820410], [-1.789125, -0.102870, 0.879351], [-2.683871, 1.977251, 0.168621], [2.255206, 3.519879, -0.268455], [2.927676, -1.212860, -0.654159], [-2.137895, -2.548565, -2.624552], [-1.099372, 2.107787, -2.086676], [2.637539, 2.246021, 0.092076], [-1.230120, -1.967326, 2.846870], [0.686597, 3.567832, 1.551852], [-1.138980, -3.034966, 3.722793], [-0.984388, -4.562125, 1.866835], [-2.815695, 3.059395, -0.691563], [-1.020046, -4.333248, 3.234705], [-3.510870, -2.761470, -2.380385], [2.040155, 1.621818, 1.187328], [-1.074545, -3.489535, 0.985654], [1.262814, 4.190753, 0.452234], [-2.012111, 3.122973, -1.821443], [-0.982504, 1.003487, -1.253897], [1.075087, 2.288287, 1.921830], [4.594127, -1.936114, -2.292612], [3.323397, -1.958177, -2.732291], [-1.217753, -2.212672, 1.486927], [-1.794038, 0.963888, -0.128833], [-3.279014, 1.889454, 1.070769], [-1.130733, -2.852463, 4.790055], [5.484218, -2.212808, -2.832891], [-3.529382, 3.844995, -0.475085], [-0.883269, -5.568413, 1.481258], [-2.088215, 3.966164, -2.498408], [-1.282968, -0.947350, 3.203771], [2.998856, -2.275383, -3.712645], [-0.096159, 4.076402, 2.104046], [3.386287, 1.721750, -0.490760], [-0.935092, -5.163322, 3.925361], [0.601350, 1.782081, 2.752647], [2.699282, 3.994964, -1.136251], [1.031872, 5.717106, -0.881089], [-0.072241, 5.721285, 0.366623], [-0.487257, 2.174503, -2.977693], [-1.040386, -3.636617, -0.087513]],
  "forces_ev_per_angstrom": [[0.5, 0.1, -0.3], [0.1, 0.0, 0.2], [0.1, -0.2, -0.1], [0.0, 0.1, -0.1], [0.0, -0.3, 0.1], [-0.1, 0.1, 0.3], [0.2, 0.1, 0.1], [0.0, 0.0, 0.1], [0.4, 0.0, -0.1], [0.1, 0.0, 0.1], [0.4, -0.5, -0.2], [0.5, -1.2, 0.2], [0.0, 0.1, 0.0], [-0.2, 1.1, -0.3], [-0.3, 0.3, 0.0], [0.0, 0.0, -0.1], [-0.6, 0.2, 0.2], [-0.8, -0.2, 0.1], [0.0, 0.0, -0.2], [-0.1, -0.1, 0.1], [-0.1, 0.1, 0.3], [-0.1, -0.1, 0.1], [0.1, 0.0, 0.0], [0.0, 0.1, -0.1], [0.1, -0.1, 0.1], [0.0, 0.0, 0.0], [0.2, 0.1, 0.0], [0.1, 0.5, 0.0], [0.0, -0.4, 0.0], [-0.1, 0.1, -0.2], [0.0, 0.1, 0.1], [0.0, -0.3, 0.0], [-0.1, 0.0, -0.2], [0.0, -0.1, -0.2], [-0.3, -0.1, -0.2], [-0.1, 0.7, -0.6], [-0.1, -0.5, 0.7], [0.0, 0.0, 0.0], [0.0, 0.0, 0.0], [0.0, 0.0, 0.0], [0.0, 0.0, 0.0], [0.0, 0.0, 0.0], [0.0, 0.0, 0.0], [0.0, -0.1, 0.0], [0.0, 0.0, 0.0], [0.0, 0.0, 0.0], [0.0, 0.0, 0.0], [0.0, 0.0, 0.0], [0.0, 0.0, 0.0], [0.0, 0.0, 0.0], [0.0, -0.1, 0.0], [0.0, 0.0, 0.0], [0.0, 0.0, 0.0], [0.0, 0.0, 0.0]]
}

=====

Record 3
{
  "formula": "C23H17Cl7F6N3O5S4Sm",
  "method": "ωB97M-V with the def2-TZVPD basis set",
  "e_lumo_ev": [-0.46, -0.35],
  "spin_multiplicity": 6,
  "energy_ev": -204044.268,
  "mol_weight_g_mol": 1056.192,
  "s_squared": 8.76,
  "orbital_gap_ev": [7.327, 7.455],
  "symbols": ["Sm", "Cl", "Cl", "Cl", "Cl", "Cl", "Cl", "Cl", "S", "S", "S", "S", "F", "F", "F", "F", "F", "F", "O", "O", "O", "O", "O", "N", "N", "N", "C", "C", "C", "C", "C", "C", "C", "C", "C", "C", "C", "C", "C", "C", "C", "C", "C", "C", "C", "C", "C", "C", "C", "H", "H", "H", "H", "H", "H", "H", "H", "H", "H", "H", "H", "H", "H", "H", "H", "H"],
  "xyz": [[-0.431177, 0.178822, -0.159058], [2.084721, -3.444688, -3.988724], [-0.741776, 1.078248, -2.951842], [0.606432, 2.188955, 5.405366], [3.655151, 1.508286, 5.540986], [5.002559, -0.041250, 3.198874], [3.333524, -0.895765, 0.730271], [-1.038117, 1.381005, 2.902463], [0.840737, 2.868504, -0.285235], [-3.261303, 0.909208, 0.151668], [1.326972, -1.113468, -1.900179], [-4.874847, 3.174103, 0.030877], [-2.880124, 4.827739, -0.435126], [-4.102080, 0.599433, -2.371121], [-2.711183, -0.870709, -1.571750], [-2.791877, 3.918130, 1.524267], [-4.787279, -0.888932, -0.944906], [-4.237582, 5.471586, 1.117619], [-2.810576, -0.178365, 0.999904], [-4.759615, 3.116839, -1.393703], [-2.063991, 1.645744, -0.381207], [-0.770532, -2.057643, 0.490442], [-6.091953, 3.529292, 0.680249], [-4.375078, 1.762482, 0.742492], [-0.433539, -3.388804, 2.275956], [3.364504, 2.614969, 0.456811], [1.366762, 1.359429, 4.096226], [-0.932023, -4.364941, 3.237029], [4.399866, 1.898848, -1.912671], [2.724419, 1.051951, 4.160810], [-0.269475, -0.237616, -4.003571], [-0.465428, -1.264900, -6.135631], [5.255334, 2.045433, -0.806556], [2.486971, 2.492530, -0.566500], [4.701185, 2.403816, 0.381127], [0.632226, -1.178533, -3.504714], [0.961028, -2.180666, -4.428611], [-3.601786, 4.432243, 0.604652], [0.662251, 0.979987, 2.955146], [1.002403, -3.139123, 2.294828], [3.315208, 0.363348, 3.103823], [-3.788760, -0.095262, -1.308270], [-0.824432, -0.244243, -5.269693], [3.053628, 2.111096, -1.799927], [-1.211900, -2.873400, 1.325546], [-2.649307, -3.302662, 1.250065], [1.196109, 0.328559, 1.860354], [0.430682, -2.230915, -5.706552], [2.537255, 0.016365, 1.994902], [2.953285, 2.866218, 1.348635], [-3.191365, -3.009017, 2.149779], [4.807027, 1.600351, -2.870228], [-3.106286, -2.820275, 0.393872], [-0.272665, -4.341253, 4.102209], [-0.880384, -1.308681, -7.133031], [1.284968, -2.713882, 3.258802], [2.386079, 1.983758, -2.638079], [5.248201, 2.526630, 1.303506], [-2.731204, -4.386129, 1.149761], [1.533096, -4.080729, 2.144823], [0.728525, -3.038405, -6.360785], [-1.519693, 0.529359, -5.562076], [6.317556, 1.868373, -0.873362], [1.271378, -2.450161, 1.505757], [-1.935314, -4.115219, 3.568570], [-0.927389, -5.376004, 2.824641]],
  "forces_ev_per_angstrom": [[2.4, -1.4, 0.5], [-0.2, 0.2, 0.0], [-0.1, 0.2, -0.2], [0.0, -0.1, -0.1], [-0.1, 0.0, -0.1], [-0.2, 0.0, -0.1], [-0.1, 0.1, -0.1], [0.0, 0.1, -0.1], [0.0, -0.2, 0.0], [0.4, 0.7, -0.1], [-0.1, 0.0, -0.1], [-0.1, -0.6, 0.4], [0.0, 0.0, 0.0], [0.0, -0.1, -0.1], [0.0, -0.1, -0.3], [0.0, 0.0, 0.0], [-0.1, 0.1, -0.2], [0.0, 0.1, 0.0], [-0.3, 0.3, 0.1], [0.0, 0.0, 0.2], [-2.2, 0.5, 0.1], [0.1, 0.2, 0.1], [0.2, 0.0, -0.2], [0.0, 0.3, -0.5], [-0.1, -0.1, -0.1], [0.0, 0.1, 0.2], [0.0, 0.0, 0.0], [0.1, 0.1, 0.0], [0.0, -0.1, -0.1], [0.0, 0.0, 0.1], [-0.2, 0.3, 0.1], [0.0, 0.0, 0.0], [0.0, 0.0, 0.0], [0.0, 0.0, -0.1], [-0.2, 0.0, 0.0], [0.0, -0.1, 0.0], [0.2, -0.3, 0.0], [0.1, -0.2, -0.1], [-0.1, 0.3, 0.4], [0.0, 0.0, 0.1], [0.1, 0.0, 0.0], [0.0, 0.1, 0.3], [0.1, -0.2, 0.0], [-0.2, 0.0, 0.0], [0.0, 0.1, -0.1], [-0.1, -0.1, 0.1], [-0.1, -0.2, -0.1], [0.0, 0.0, 0.0], [0.4, -0.2, 0.1], [0.0, 0.0, 0.0], [0.0, 0.0, 0.0], [0.0, 0.0, 0.0], [0.0, 0.0, 0.0], [0.0, 0.0, 0.0], [0.0, 0.0, 0.0], [0.0, 0.0, 0.0], [0.0, 0.0, 0.0], [0.0, 0.0, 0.0], [0.0, 0.0, 0.0], [0.0, 0.0, 0.0], [0.0, 0.0, 0.0], [0.0, 0.0, 0.0], [0.0, 0.0, 0.0], [0.0, 0.0, -0.1], [0.0, 0.0, 0.0], [0.0, 0.0, 0.0]]
}

=====

Record 4
{
  "formula": "C23H17ClF10IrN5S",
  "method": "ωB97M-V with the def2-TZVPD basis set",
  "e_lumo_ev": [-1.95, -1.96],
  "spin_multiplicity": 1,
  "energy_ev": -84945.559,
  "mol_weight_g_mol": 813.141,
  "orbital_gap_ev": [5.305, 5.306],
  "symbols": ["Ir", "Cl", "S", "F", "F", "F", "F", "F", "F", "F", "F", "F", "F", "N", "N", "N", "N", "N", "C", "C", "C", "C", "C", "C", "C", "C", "C", "C", "C", "C", "C", "C", "C", "C", "C", "C", "C", "C", "C", "C", "C", "H", "H", "H", "H", "H", "H", "H", "H", "H", "H", "H", "H", "H", "H", "H", "H", "H"],
  "xyz": [[0.160924, -0.026366, -0.892350], [0.588024, -2.249466, -0.654250], [1.463224, 0.625034, 6.594550], [3.120024, -3.507466, -3.633650], [-6.059376, -1.349666, -2.942650], [-3.787576, -4.132766, 0.111250], [1.543924, -1.324566, -3.172950], [-4.081976, 0.417234, -2.857950], [-5.919376, -3.696566, -1.533950], [6.417624, -1.658266, -0.814850], [-1.939876, -2.224766, 0.470750], [5.570524, -3.697466, -2.411450], [4.840324, 0.418834, -0.257350], [-1.898376, 0.103034, -0.999150], [-1.146076, 0.332634, 6.377750], [0.042124, 2.066834, -1.177950], [0.148724, 0.149334, 1.462550], [2.091124, 0.405934, -1.176750], [0.073924, 0.208634, 4.283750], [-4.940276, -2.793466, -1.445050], [4.774024, -2.648066, -2.185250], [0.114824, 2.506534, -2.572350], [-3.852076, -3.006366, -0.602950], [-1.110476, 0.205234, 3.491250], [1.278324, 0.069434, 2.189950], [-1.243476, 2.439334, -0.579150], [1.205424, 2.561434, -0.427650], [2.458624, 1.774134, -0.838750], [-2.874876, -0.823866, -1.197350], [-2.875476, -2.036666, -0.464950], [-5.008976, -1.600966, -2.154850], [-1.015876, 0.191434, 2.131650], [5.200024, -1.607766, -1.365050], [1.291824, 0.107134, 3.553150], [0.044724, 0.338234, 5.680250], [-3.989276, -0.667866, -2.059250], [2.699824, -1.484266, -2.497850], [4.367224, -0.537966, -1.081650], [3.516424, -2.562466, -2.780650], [3.045424, -0.471566, -1.569450], [-2.317976, 1.500634, -1.132550], [-0.714576, 2.095134, -3.144450], [2.941924, 2.234734, -1.712850], [-2.081376, 0.253734, 3.957450], [-1.025176, 0.382334, 7.379950], [-1.167576, 2.304434, 0.502450], [-1.502676, 3.486734, -0.792650], [-1.908576, 0.212934, 1.528150], [-2.517576, 1.761934, -2.176850], [-3.255776, 1.654334, -0.583750], [1.018124, 2.394834, 0.635250], [2.227224, 0.048034, 4.086250], [2.191224, -0.029966, 1.621750], [3.175124, 1.823934, -0.013050], [1.041424, 2.161134, -3.024750], [1.351424, 3.638134, -0.589150], [-1.844776, -0.336266, 6.084050], [0.075824, 3.601434, -2.624650]],
  "forces_ev_per_angstrom": [[1.4, 1.3, 1.1], [0.1, -0.9, 0.3], [-1.5, -0.2, -1.2], [0.0, 0.1, 0.1], [0.1, -0.1, 0.0], [0.0, 0.1, 0.0], [0.4, -0.4, -0.1], [-0.1, -0.1, 0.0], [0.0, 0.0, 0.0], [0.0, 0.0, 0.0], [-0.3, 0.0, 0.2], [-0.2, 0.2, 0.0], [0.0, -0.2, 0.1], [0.2, 0.7, 0.9], [0.5, -0.5, -0.9], [-0.1, -0.3, 0.4], [-1.1, -0.3, -0.3], [-1.2, 0.5, -0.1], [-0.2, -0.4, -4.2], [0.2, 0.4, 0.0], [-0.1, 0.3, 0.1], [0.0, 0.1, -0.5], [-0.1, 0.2, -0.3], [1.1, 0.1, 1.6], [-0.3, 0.0, -1.3], [-0.8, -0.2, 0.1], [0.5, 0.0, 0.1], [0.1, 0.3, -0.2], [-0.6, -0.8, -0.2], [-0.2, 0.3, -0.2], [0.1, -0.2, 0.3], [0.3, -0.1, -1.0], [0.0, -0.3, -0.2], [-0.9, 0.0, 1.3], [1.5, 0.8, 4.9], [0.4, -0.2, 0.3], [0.1, 0.6, 0.1], [-0.6, -0.2, -0.2], [0.1, 0.2, 0.0], [1.4, -1.3, -0.4], [0.0, 0.0, -0.2], [0.1, 0.0, 0.1], [0.0, 0.0, 0.2], [-0.1, 0.1, 0.0], [0.1, 0.0, -0.1], [0.1, 0.1, -0.1], [0.1, -0.1, 0.0], [-0.1, 0.0, -0.3], [0.0, 0.2, 0.1], [0.0, 0.2, -0.1], [-0.1, 0.1, -0.2], [0.0, 0.0, 0.0], [0.1, 0.0, -0.1], [-0.1, 0.1, -0.1], [0.0, 0.0, 0.0], [0.0, -0.1, 0.0], [-0.2, 0.2, -0.1], [0.0, -0.1, 0.0]]
}